# 1
Molecular formula: C4H11NO
Method: DFT, ωB97M-V/def2-TZVPD

```
17
C4H11NO | the Open Molecules 2025 dataset | ωB97M-V/def2-TZVPD
H 1.807 -0.700 -1.285
H -2.281 0.770 -0.207
C 1.609 -0.840 -0.207
C 0.524 1.428 -0.151
H -0.269 1.999 0.338
C 0.398 -0.058 0.205
N -2.067 -0.077 0.259
H 1.503 -1.889 0.018
H 1.488 1.898 0.175
H -0.520 0.186 1.922
H -2.860 -0.697 0.156
H 0.482 1.617 -1.203
H -0.860 -1.671 -0.070
H -0.908 -0.622 -1.531
H 2.478 -0.505 0.407
O 0.354 -0.195 1.580
C -0.880 -0.646 -0.407
```

Energy above the lowest of the compared OMol25 structures with the same formula, charge and spin = 14.4 kcal per mole
SMILES = CC(C)(O)CN

=====

# 2
Molecular formula: CH2FNO2
Method: DFT, ωB97M-V/def2-TZVPD

```
7
CH2FNO2 | the Open Molecules 2025 dataset | ωB97M-V/def2-TZVPD
H -0.118 1.367 0.114
O -0.325 -1.332 1.547
H 0.605 1.567 -1.553
O 0.575 -1.266 -0.309
C 0.361 0.972 -0.754
F -1.687 -1.061 1.832
N 0.590 -0.247 -0.878
```

Energy above the lowest of the compared OMol25 structures with the same formula, charge and spin = 160.6 kcal per mole

=====

# 3
Molecular formula: C5H6N4O2S
Method: DFT, ωB97M-V/def2-TZVPD

```
18
C5H6N4O2S | the Open Molecules 2025 dataset | ωB97M-V/def2-TZVPD
O -1.791 -2.193 -0.309
H 2.485 -2.411 0.664
H 0.559 -1.984 1.154
H 0.119 3.832 -0.547
C 0.921 0.802 -0.082
O -2.938 -0.683 -1.972
N 0.235 2.803 -0.402
C -3.254 -0.200 0.733
N -3.700 0.126 1.738
H 0.977 -2.184 -0.519
H 2.361 0.122 1.122
S -2.208 -0.828 -0.697
C 1.471 -1.778 0.416
N -0.859 2.080 -0.526
C 1.932 -0.308 0.269
C -0.398 0.863 -0.402
N 1.360 2.097 -0.156
H 2.728 -0.157 -0.484
```

Energy above the lowest of the compared OMol25 structures with the same formula, charge and spin = 146.4 kcal per mole

=====

# 4
Molecular formula: C2H7NO
Method: DFT, ωB97M-V/def2-TZVPD

```
11
C2H7NO | the Open Molecules 2025 dataset | ωB97M-V/def2-TZVPD
N 3.518 -1.344 0.516
O -2.128 2.242 0.742
C -1.554 1.352 0.183
H 3.416 -0.755 1.337
H 2.746 -1.119 -0.100
H -0.462 1.189 0.339
H -3.119 0.659 -1.129
H 3.361 -2.281 0.871
H -2.258 -0.597 -0.377
C -2.120 0.368 -0.800
H -1.400 0.287 -1.583
```

Energy above the lowest of the compared OMol25 structures with the same formula, charge and spin = 15.5 kcal per mole
SMILES = CC=O.N

=====

# 5
Molecular formula: C5H8O
Method: DFT, ωB97M-V/def2-TZVPD

```
14
C5H8O | the Open Molecules 2025 dataset | ωB97M-V/def2-TZVPD
H 1.424 -1.613 -0.413
H -1.103 -1.658 0.531
H -0.865 1.867 0.816
C -0.371 0.925 1.037
H 1.386 1.383 -1.344
O -2.263 0.010 1.035
C 1.445 -0.549 -0.177
C -1.534 -0.680 0.219
C 0.178 0.158 0.033
H -1.821 -0.735 -0.858
H -0.182 0.723 2.089
H 0.507 -0.004 -2.152
H 2.313 -0.235 0.401
C 0.889 0.421 -1.224
```

Energy above the lowest of the compared OMol25 structures with the same formula, charge and spin = 130.2 kcal per mole

=====

# 6
Molecular formula: C15H16F16NO7PS2
Method: DFT, ωB97M-V/def2-TZVPD

```
58
C15H16F16NO7PS2 | the Open Molecules 2025 dataset | ωB97M-V/def2-TZVPD
S -1.873 1.652 2.442
F -1.961 -1.014 0.644
S 2.150 4.363 3.676
H -0.805 1.071 1.736
F 1.057 -2.321 -0.694
H 2.054 0.050 -2.311
O -2.147 -3.730 -1.338
H 3.927 -1.196 -3.609
O 0.918 -0.278 3.170
F 2.207 1.357 -6.264
C 0.070 2.018 4.299
C 2.538 0.255 -6.985
O -4.707 1.827 4.141
F -0.628 -1.563 -1.840
F 3.626 -1.846 -6.900
N -1.411 2.188 4.028
O -0.273 4.072 5.927
H -3.513 -0.063 4.072
F -5.103 -1.712 -0.625
H -0.221 -4.230 -1.094
C 4.321 -0.268 -4.039
C 2.185 0.820 -3.077
F 3.841 2.031 -4.294
H 0.426 3.280 1.801
H 5.370 -0.242 -3.718
C 3.218 -0.809 -6.118
H 2.261 1.886 2.500
O 1.404 2.529 6.685
F 1.685 1.983 -2.577
H -4.357 -2.386 -2.347
F -4.163 -4.395 -0.680
H -4.149 0.534 5.737
O 4.394 -0.330 -5.467
H -1.724 0.971 5.922
H -2.600 2.633 5.787
C 0.568 0.450 4.421
F -3.195 -1.054 -1.440
F 2.389 -1.350 -5.193
C -0.303 -2.152 -0.658
H -4.541 2.694 4.651
F 1.383 -0.215 -7.524
F 4.347 1.306 -2.307
O 0.727 -0.223 5.570
C 0.393 2.911 5.676
F -0.047 -0.030 0.376
H 3.193 0.574 -7.800
F 1.414 0.504 -4.140
C -3.659 0.922 4.719
C 3.656 0.984 -3.447
C -4.023 -2.125 -1.339
F -3.047 -3.092 0.642
P 1.196 2.805 2.921
C -0.636 -1.248 0.524
H -0.273 -1.676 1.463
C -0.932 -3.552 -0.604
C -3.334 -3.315 -0.663
H -1.012 -3.936 0.420
C -2.280 1.681 5.141
```

Charge = -2

=====

# 7
Molecular formula: C9H12N3O
Method: DFT, ωB97M-V/def2-TZVPD

```
25
C9H12N3O | the Open Molecules 2025 dataset | ωB97M-V/def2-TZVPD
H 4.483 -0.293 -0.219
H -0.484 1.756 -1.412
H -2.297 -0.128 2.217
H 0.141 -1.430 -1.119
C -2.202 -0.629 1.151
C 2.529 -0.377 -0.005
H 4.091 0.901 0.811
H -0.659 3.072 -0.241
H -1.194 -2.556 -0.846
N -1.194 1.273 0.548
C -0.778 -1.555 -0.623
N 3.735 0.199 0.166
C -1.745 -0.485 -1.075
H -3.039 -1.308 1.008
C -0.437 2.082 -0.314
C -0.792 -1.241 0.991
H -0.617 -2.038 1.707
N -2.129 0.366 0.129
H 1.772 2.444 -0.260
H -2.697 -0.850 -1.582
C 1.209 0.461 0.417
C 0.979 1.722 -0.080
C 0.195 -0.242 0.975
H -1.230 0.204 -1.676
O 2.361 -1.348 -0.670
```

Energy above the lowest of the compared OMol25 structures with the same formula, charge and spin = 159.6 kcal per mole
Charge = +1

=====

# 8
Molecular formula: C13H11N
Method: DFT, ωB97M-V/def2-TZVPD

```
25
C13H11N | the Open Molecules 2025 dataset | ωB97M-V/def2-TZVPD
C -2.894 0.365 0.277
C -0.714 0.063 -0.864
C -1.380 0.045 -2.066
H -3.380 0.640 1.152
C 1.193 -0.440 0.593
H -1.315 0.967 3.433
C -0.669 0.266 3.004
C 2.927 -0.566 -0.696
H -3.266 -0.072 -3.011
H 4.575 -0.703 -2.089
H -0.767 0.014 -2.959
C -1.411 0.102 0.389
C 4.223 -0.863 -1.066
H 0.423 0.606 3.309
H 1.718 -0.403 -2.658
C 0.693 -0.108 -0.685
C 1.849 -0.295 -1.513
H 3.014 -0.909 1.397
N 2.457 -0.711 0.573
C -2.735 0.154 -2.107
H -4.638 0.250 -0.966
H 4.867 -1.306 -0.328
C -3.526 0.269 -0.946
H -0.972 -0.801 3.211
C -0.738 0.305 1.562
```

Energy above the lowest of the compared OMol25 structures with the same formula, charge and spin = 173.9 kcal per mole

=====

Going through the records in order, we get E values of -7863.9274; -9363.2336; -26166.6086; -5724.5695; -7356.6084; -106069.8344; -16032.7230; -15142.1870 eV.